(1)
{"formula": "CH8N", "method": "ωB97M-V/def2-TZVPD", "e_above_lowest_ev": 0.000, "total_charge": 1, "homo_energy_ev": -17.6866, "orbital_gap_ha": 0.4878, "symbols": ["C", "H", "H", "H", "H", "N", "H", "H", "H", "H"], "xyz": [[0.83772, 0.27430, 1.35845], [-0.06805, -0.33566, 1.38324], [1.45350, -0.06161, 2.18723], [0.60889, 1.33031, 1.47141], [1.39876, 0.12079, 0.43337], [-0.85141, -0.27183, -1.38496], [-1.20036, 0.65460, -1.12617], [-0.39621, -0.22923, -2.29872], [-0.15942, -0.54082, -0.66953], [-1.62343, -0.94086, -1.35432]], "forces_ev_per_angstrom": [[0.011, -0.168, -0.076], [-0.102, 0.089, 0.046], [0.088, 0.053, -0.018], [-0.091, -0.007, 0.027], [0.122, -0.004, 0.036], [0.185, 0.080, 0.490], [-0.029, 0.020, -0.096], [-0.173, -0.118, -0.079], [-0.018, 0.078, -0.054], [0.008, -0.022, -0.275]]}



(2)
{"formula": "C3H3N3O", "method": "ωB97M-V/def2-TZVPD", "e_above_lowest_ev": 2.476, "total_charge": 0, "homo_energy_ev": -9.2736, "smiles": "N=C=CC=O.N#N", "orbital_gap_ha": 0.3246, "symbols": ["N", "C", "C", "C", "O", "H", "H", "H", "N", "N"], "xyz": [[2.00011, 0.18736, 0.09157], [0.82779, -0.10313, 0.04118], [-0.28850, -0.81156, -0.03880], [-1.68755, -0.61741, 0.29467], [-2.21168, 0.38659, 0.72697], [2.58560, -0.14141, -0.65198], [0.04727, -1.80243, -0.33524], [-2.26795, -1.55381, 0.16268], [0.91117, 2.45147, -0.43146], [0.08374, 2.00433, 0.14040]], "forces_ev_per_angstrom": [[-0.548, -1.421, 0.791], [1.450, -1.556, -0.174], [-0.105, -0.047, 0.010], [-0.239, 0.325, -0.007], [0.111, -0.348, -0.157], [0.534, 0.689, -0.666], [-0.311, -0.308, 0.404], [-0.033, 0.173, -0.020], [-1.973, 0.327, 0.800], [1.114, 2.168, -0.980]]}



(3)
{"formula": "C25H31B3BrCl57I2O3", "method": "ωB97M-V/def2-TZVPD", "e_above_lowest_ev": 0.000, "total_charge": 0, "homo_energy_ev": -9.1942, "orbital_gap_ha": 0.3445, "symbols": ["C", "C", "C", "I", "B", "O", "B", "Br", "O", "B", "C", "C", "C", "I", "O", "H", "H", "H", "H", "H", "H", "H", "H", "H", "H", "H", "H", "C", "Cl", "Cl", "Cl", "H", "C", "Cl", "Cl", "Cl", "H", "C", "Cl", "Cl", "Cl", "H", "C", "Cl", "Cl", "Cl", "H", "C", "Cl", "Cl", "Cl", "H", "C", "Cl", "Cl", "Cl", "H", "C", "Cl", "Cl", "Cl", "H", "C", "Cl", "Cl", "Cl", "H", "C", "Cl", "Cl", "Cl", "H", "C", "Cl", "Cl", "Cl", "H", "C", "Cl", "Cl", "Cl", "H", "C", "Cl", "Cl", "Cl", "H", "C", "Cl", "Cl", "Cl", "H", "C", "Cl", "Cl", "Cl", "H", "C", "Cl", "Cl", "Cl", "H", "C", "Cl", "Cl", "Cl", "H", "C", "Cl", "Cl", "Cl", "H", "C", "Cl", "Cl", "Cl", "H", "C", "Cl", "Cl", "Cl", "H"], "xyz": [[-4.99268, 3.57100, -4.31415], [-4.73084, 2.61955, -5.48355], [-5.19442, 1.14315, -5.32841], [-5.79743, 0.53049, -3.36042], [-4.06282, 0.13843, -5.73844], [-4.17281, -0.62506, -6.90429], [-3.65498, -1.89961, -6.82728], [-4.40985, -3.29849, -7.89588], [-2.62402, -2.19183, -5.96605], [-2.31076, -1.29391, -4.93664], [-1.40723, -1.71802, -3.73411], [-2.32173, -1.97263, -2.50693], [-2.96729, -3.35618, -2.56126], [-4.44727, -3.54840, -1.03508], [-2.93040, -0.05193, -4.96473], [-4.86817, 4.60667, -4.64560], [-4.28871, 3.39865, -3.49543], [-6.00862, 3.46809, -3.92833], [-5.21613, 3.00806, -6.38490], [-3.65199, 2.62722, -5.68754], [-6.07794, 0.96013, -5.94026], [-0.69541, -0.92543, -3.48572], [-0.83255, -2.61844, -3.98416], [-1.76690, -1.87001, -1.56902], [-3.12221, -1.22297, -2.47834], [-3.49664, -3.53295, -3.49945], [-2.24598, -4.15966, -2.41223], [1.64217, -1.54262, -0.77174], [3.13601, -1.73640, 0.14404], [0.22935, -1.69549, 0.27037], [1.64453, -0.00557, -1.64495], [1.59521, -2.33550, -1.50700], [0.72055, 2.18403, 2.80739], [1.39537, 1.40172, 1.37587], [0.99450, 1.21055, 4.24887], [1.39066, 3.80354, 3.00897], [-0.34867, 2.27190, 2.66233], [5.58937, 2.86843, 3.64806], [4.50184, 1.72447, 2.86734], [4.83151, 4.45750, 3.78305], [6.10497, 2.27537, 5.22580], [6.47085, 2.96810, 3.02753], [-8.59844, 4.73358, -2.69492], [-7.95765, 5.88234, -3.87007], [-8.96123, 3.18405, -3.44982], [-7.48235, 4.52804, -1.34290], [-9.52247, 5.14329, -2.30781], [7.38231, -1.59881, 2.72612], [8.03652, -0.78584, 1.30197], [7.71569, -0.66814, 4.18382], [5.65413, -1.90936, 2.54837], [7.87680, -2.55622, 2.81456], [-8.52446, -3.24787, 0.42128], [-8.13665, -1.94589, -0.70034], [-7.09368, -3.77455, 1.30751], [-9.82017, -2.75232, 1.51799], [-8.88459, -4.09009, -0.15491], [3.34488, 8.68911, 3.52740], [5.08631, 8.90761, 3.36500], [2.97050, 7.08062, 4.14734], [2.64071, 9.93929, 4.55109], [2.90396, 8.77623, 2.54303], [9.27954, -5.14989, 4.29440], [9.92720, -4.10875, 3.02383], [10.56318, -5.68682, 5.37204], [7.98995, -4.34917, 5.18756], [8.85326, -6.02642, 3.82134], [12.17603, -9.02964, 2.94230], [12.69136, -9.28255, 4.61527], [10.59559, -8.25054, 2.89473], [13.35638, -8.07610, 2.05729], [12.08915, -9.99969, 2.47090], [-1.65410, 3.25747, 7.14672], [-0.47977, 2.06810, 7.70383], [-1.60232, 3.42761, 5.39194], [-3.27952, 2.84577, 7.69196], [-1.38937, 4.21446, 7.57689], [-9.82190, 9.48467, -5.17415], [-8.06179, 9.31188, -5.05473], [-10.60199, 7.90856, -5.16871], [-10.43835, 10.51441, -3.88558], [-10.03627, 9.96497, -6.11991], [-7.09138, 12.20665, -2.76087], [-5.37786, 12.48416, -2.44839], [-8.01127, 12.18258, -1.25731], [-7.73195, 13.41466, -3.87500], [-7.19492, 11.23642, -3.22920], [-10.45220, 4.91491, -8.52328], [-11.97488, 4.02375, -8.47258], [-9.76073, 5.07061, -6.90963], [-9.31643, 4.15895, -9.63536], [-10.66306, 5.91138, -8.88969], [6.08765, -8.29471, 6.30805], [7.73854, -7.67502, 6.35323], [5.25437, -7.97660, 7.82666], [5.20349, -7.60923, 4.94311], [6.13529, -9.36689, 6.16983], [14.17763, -10.39205, 7.86677], [15.76224, -9.63475, 7.72172], [14.30072, -12.14718, 7.75369], [13.37531, -9.90680, 9.35870], [13.57206, -10.05089, 7.03788], [12.28779, -3.97750, 0.75577], [11.29314, -5.31641, 0.18041], [11.30910, -2.53038, 1.00912], [13.15231, -4.42416, 2.22391], [13.01916, -3.75195, -0.00914], [8.52030, -0.02516, 7.85115], [9.19290, -0.65430, 9.35353], [7.27679, 1.18486, 8.17029], [9.78372, 0.63355, 6.81267], [8.05501, -0.84829, 7.32298], [-7.86328, -5.42465, 5.30572], [-6.22161, -4.79518, 5.14622], [-8.46319, -5.21067, 6.95087], [-8.93586, -4.67003, 4.13127], [-7.83128, -6.48659, 5.10022], [-7.81257, 1.52538, -12.70137], [-6.54972, 0.77194, -11.73131], [-9.37996, 1.39864, -11.90582], [-7.42222, 3.21325, -13.04403], [-7.86992, 0.99942, -13.64528]], "forces_ev_per_angstrom": [[0.030, 0.108, -0.134], [0.110, 0.044, 0.172], [0.209, 0.226, -0.472], [-0.015, -0.130, 0.100], [0.393, -0.124, -0.242], [-0.391, -0.501, 0.594], [0.450, 0.382, -0.097], [0.072, 0.052, -0.061], [-0.434, 0.098, 0.264], [0.032, 0.154, -0.439], [0.032, -0.076, -0.055], [-0.178, -0.111, 0.057], [0.085, 0.177, -0.147], [0.038, -0.060, -0.004], [-0.293, -0.287, 0.198], [0.016, -0.114, 0.032], [-0.159, -0.060, -0.045], [0.086, 0.001, -0.040], [0.026, -0.066, 0.102], [-0.131, 0.039, 0.024], [0.039, 0.052, 0.152], [-0.069, 0.015, -0.035], [-0.050, 0.104, 0.099], [-0.063, -0.035, -0.216], [0.173, -0.017, 0.022], [0.073, 0.031, 0.082], [-0.064, 0.082, 0.013], [0.051, -0.075, -0.044], [-0.019, 0.019, -0.005], [0.026, -0.047, 0.018], [-0.046, -0.039, -0.025], [0.013, 0.012, 0.003], [0.065, -0.026, 0.042], [-0.066, 0.133, 0.039], [0.045, -0.073, -0.004], [-0.091, 0.033, -0.030], [0.012, 0.018, 0.003], [0.004, -0.027, -0.028], [0.050, -0.037, -0.012], [0.171, -0.055, 0.007], [-0.043, 0.107, 0.033], [-0.011, 0.013, 0.007], [0.002, 0.000, 0.081], [0.035, -0.022, -0.012], [-0.013, 0.003, -0.047], [-0.016, 0.004, -0.028], [0.012, -0.014, 0.009], [-0.056, -0.090, 0.006], [-0.032, 0.019, -0.002], [0.030, -0.001, -0.072], [0.006, 0.021, 0.024], [0.020, 0.030, 0.025], [-0.031, 0.025, -0.062], [0.007, 0.000, -0.013], [-0.036, 0.059, 0.014], [0.041, -0.008, -0.036], [0.004, 0.009, 0.004], [0.003, -0.013, -0.033], [0.000, 0.001, 0.002], [-0.093, 0.065, 0.037], [0.002, 0.001, 0.004], [0.005, 0.000, 0.011], [-0.011, -0.146, -0.063], [-0.426, -0.173, 0.539], [0.049, 0.054, 0.104], [-0.040, 0.166, -0.026], [-0.004, -0.011, 0.029], [0.009, 0.095, 0.036], [-0.008, 0.013, -0.045], [-0.118, -0.095, -0.082], [0.066, -0.061, -0.009], [0.000, 0.008, 0.010], [0.019, -0.003, 0.018], [0.000, -0.004, -0.004], [-0.058, 0.067, -0.011], [0.002, 0.001, -0.002], [-0.005, -0.011, -0.003], [0.017, 0.033, 0.013], [-0.014, 0.008, -0.024], [-0.079, 0.111, -0.003], [0.036, -0.005, 0.017], [0.003, -0.003, 0.011], [-0.006, -0.030, -0.006], [-0.004, -0.006, -0.004], [-0.008, 0.010, 0.006], [-0.005, -0.002, -0.007], [-0.013, 0.014, 0.006], [-0.025, 0.056, -0.002], [0.000, -0.001, -0.001], [0.072, -0.108, -0.008], [0.020, 0.003, 0.007], [-0.015, -0.017, 0.003], [-0.007, 0.011, -0.025], [0.059, -0.093, 0.024], [-0.001, 0.003, -0.004], [0.000, 0.003, -0.003], [0.001, 0.012, 0.001], [-0.008, 0.010, -0.026], [0.003, -0.001, 0.004], [0.003, -0.003, 0.004], [0.003, -0.002, 0.003], [0.002, -0.015, 0.044], [0.051, -0.060, -0.010], [0.057, -0.042, -0.138], [0.197, 0.285, -0.347], [0.167, 0.035, -0.028], [-0.019, -0.003, 0.009], [-0.030, -0.040, -0.059], [0.005, 0.012, -0.003], [0.015, -0.022, 0.073], [0.011, 0.012, 0.017], [0.003, 0.001, 0.007], [0.018, -0.024, -0.008], [-0.004, -0.003, 0.000], [-0.001, 0.005, -0.005], [-0.042, -0.053, 0.137], [-0.004, 0.011, 0.002], [-0.010, 0.016, -0.002], [0.009, -0.008, 0.011], [-0.004, -0.049, -0.031], [0.004, -0.001, 0.006], [0.000, 0.007, 0.010]]}



(4)
{"formula": "C22H42Cl8N2O2", "method": "ωB97M-V/def2-TZVPD", "total_charge": 1, "homo_energy_ev": [-11.4337, -12.0596], "spin_multiplicity": 4, "orbital_gap_ha": [0.3337, 0.1653], "s_squared": 3.764, "symbols": ["C", "C", "C", "C", "C", "C", "N", "O", "C", "C", "C", "H", "H", "H", "H", "H", "H", "H", "H", "H", "H", "H", "H", "H", "H", "H", "H", "H", "H", "C", "C", "C", "C", "C", "C", "N", "O", "C", "C", "C", "H", "H", "H", "H", "H", "H", "H", "H", "H", "H", "H", "H", "H", "H", "H", "H", "H", "H", "Cl", "C", "C", "Cl", "H", "H", "H", "H", "C", "Cl", "Cl", "Cl", "H", "C", "Cl", "Cl", "Cl", "H"], "xyz": [[-2.52394, 5.41344, -0.13277], [-2.50475, 3.91149, -0.49302], [-3.29422, 3.75917, -1.82391], [-3.13863, 2.33436, -2.34617], [-1.57338, 2.04385, -2.46540], [-0.69975, 2.22188, -1.22152], [-1.02220, 3.51741, -0.62818], [-0.23215, 3.79598, 0.63355], [-0.96482, 0.91192, -0.29573], [0.72756, 2.18608, -1.71873], [-3.19276, 3.17769, 0.68003], [-2.28185, 5.68436, 0.89491], [-3.41445, 6.00377, -0.34864], [-1.76053, 6.00489, -0.63822], [-4.34753, 3.64295, -1.56876], [-3.08980, 4.57126, -2.52163], [-3.63015, 2.17287, -3.30556], [-3.66966, 1.69534, -1.64064], [-1.30510, 2.69289, -3.29901], [-1.32419, 1.08397, -2.91776], [-1.79855, 0.32457, -0.68044], [-0.07984, 0.27652, -0.33013], [-1.21540, 1.15657, 0.73649], [0.97356, 1.42483, -2.45906], [0.99708, 3.11777, -2.21614], [1.39828, 2.04193, -0.87171], [-3.13340, 2.09426, 0.57634], [-4.20591, 3.56546, 0.78608], [-2.81067, 3.51151, 1.64474], [2.60122, 1.99410, 4.04196], [2.42988, 0.65243, 3.41624], [2.21633, 0.76565, 1.83192], [2.29112, -0.58959, 1.16169], [3.72864, -1.05064, 1.37716], [4.05123, -1.35072, 2.87639], [3.71018, -0.07318, 3.66331], [4.01936, -0.24632, 5.08611], [3.27398, -2.52799, 3.38988], [5.63805, -1.53811, 3.00938], [1.09011, 0.05467, 4.06074], [1.76909, 2.60078, 3.68474], [3.53941, 2.49374, 3.80062], [2.67258, 1.96611, 5.12926], [1.27800, 1.28019, 1.62487], [2.90709, 1.46770, 1.36493], [2.11794, -0.42184, 0.09868], [1.49878, -1.21338, 1.57541], [4.44773, -0.42563, 0.84766], [3.71752, -1.99984, 0.84145], [3.59151, -3.40978, 2.83335], [3.45854, -2.81776, 4.42433], [2.19216, -2.55281, 3.25896], [6.13089, -0.56795, 2.94605], [6.03688, -2.00212, 3.91145], [6.01960, -1.98269, 2.09021], [1.42849, -0.43527, 4.97373], [0.58400, -0.64827, 3.39903], [0.49121, 0.82763, 4.54235], [0.50106, -3.09798, -0.11945], [-0.30607, -2.76782, -1.75685], [-0.07736, -3.96016, -2.68681], [-0.89691, -3.71880, -4.30542], [0.00618, -1.82738, -2.21090], [-1.38194, -2.70750, -1.59263], [-0.56788, -4.76598, -2.14079], [0.95813, -4.19506, -2.93308], [-1.63740, -6.95324, -5.70038], [-0.24012, -7.80669, -4.89550], [-2.88777, -8.14218, -6.26032], [-0.91294, -5.85598, -6.93289], [-2.05502, -6.41733, -4.84803], [-5.29186, -2.15312, -2.12776], [-5.52181, -2.85848, -3.69630], [-6.48366, -0.93076, -1.73154], [-3.60996, -1.49025, -1.97017], [-5.40905, -2.93943, -1.38203]], "forces_ev_per_angstrom": [[0.867, 1.305, 0.196], [0.150, 1.693, 0.745], [-0.067, -1.650, 0.739], [2.294, -0.392, -0.015], [-1.882, 0.106, -1.184], [-0.900, -1.679, -0.400], [1.512, 0.599, 5.115], [-3.179, -1.209, -5.147], [0.042, 1.195, -0.470], [1.047, 0.613, 0.376], [0.183, 0.358, -0.054], [-0.106, -0.739, 0.313], [-0.559, -0.778, -0.202], [0.268, -0.445, -0.574], [-0.197, 1.501, 0.248], [0.003, -0.201, -0.020], [0.168, 0.132, -0.093], [0.291, -0.335, 0.068], [0.528, 0.610, 0.272], [-0.323, -0.445, 0.381], [-0.042, 0.102, -0.096], [0.032, 0.023, 0.090], [0.298, 0.138, -0.013], [-0.555, -0.387, 0.152], [-0.082, 0.193, 0.203], [0.199, 0.160, 0.006], [-0.397, 0.124, 0.180], [-0.351, -0.452, -0.609], [0.794, -0.325, -0.135], [0.642, 1.382, 0.270], [-1.487, 0.830, -1.365], [0.034, 0.457, 0.928], [0.469, 1.837, 0.400], [-1.157, -1.438, 0.050], [2.468, 0.620, -0.840], [-0.649, -2.395, 4.242], [-0.927, 0.862, -5.004], [-0.491, -1.406, 0.475], [-0.735, 0.898, -0.555], [2.087, -0.696, 0.842], [0.112, 0.210, 0.365], [-0.005, -0.026, -0.619], [-0.641, -0.207, 0.178], [-0.434, -0.168, 0.604], [0.596, -0.112, 0.286], [-0.104, -0.364, -0.007], [0.384, -0.376, -0.277], [-0.005, 0.276, 0.452], [0.756, -0.433, 0.334], [0.326, 0.113, -0.273], [0.200, 0.482, 0.117], [0.002, 0.668, -0.094], [-0.287, 0.358, 0.218], [-0.479, -0.335, -0.093], [-0.255, -0.693, 0.253], [-0.070, -0.743, -0.067], [-0.146, 0.317, 0.217], [-0.192, 0.337, -1.048], [-0.532, 0.253, -1.309], [-0.101, -0.204, -0.451], [-0.338, 0.057, 0.194], [0.259, 0.079, 1.158], [0.427, 0.003, 0.469], [0.257, 0.039, 0.356], [0.209, -0.464, -0.642], [-0.139, 0.127, 0.302], [0.794, -0.642, 0.486], [-0.647, 0.059, -0.445], [1.087, 1.074, 0.072], [-1.058, -0.852, 0.492], [-0.180, 0.331, -0.718], [0.410, -0.128, 0.676], [-0.059, -0.011, -0.345], [0.008, 0.185, -0.142], [-0.715, -0.151, -0.046], [0.268, 0.176, -0.169]]}



Max |F|, respectively: 0.53, 2.63, 0.87, 6.17 eV/A.
Energy, respectively: -97.38081, -355.54890, -30672.06871, -4804.40583 Eh.